{"formula": "C4H13NO", "method": "ωB97M-V/def2-TZVPD", "species": ["C", "C", "C", "C", "N", "H", "H", "H", "H", "H", "H", "H", "H", "H", "H", "H", "O", "H", "H"], "positions_angstrom": [[-1.224, -0.587, -0.924], [-0.527, 0.383, 0.021], [-1.610, 0.962, 0.949], [0.565, -0.409, 0.759], [1.711, 0.506, 0.917], [-0.556, -0.586, -1.811], [-2.234, -0.221, -1.176], [-1.246, -1.608, -0.523], [-0.001, 1.228, -0.505], [-1.302, 1.461, 1.858], [-2.291, 1.707, 0.417], [-2.157, 0.045, 1.221], [0.651, -1.433, 0.414], [0.083, -0.772, 1.712], [2.619, 0.024, 1.008], [1.674, 0.919, 1.842], [1.935, -0.499, -2.505], [1.879, 0.135, -1.768], [2.031, -1.256, -1.907]], "orbital_gap_ev": 10.663, "homo_ev": -9.87, "total_charge": 0, "max_force_ha_per_bohr": 0.0470, "smiles": "CC(C)CN.O", "lumo_ev": 0.8, "total_energy_ha": -290.15530}

{"formula": "C4H10N5O2S", "method": "ωB97M-V/def2-TZVPD", "species": ["C", "C", "C", "C", "N", "N", "N", "N", "N", "O", "O", "S", "H", "H", "H", "H", "H", "H", "H", "H", "H", "H"], "positions_angstrom": [[-2.177, 1.311, -0.279], [0.085, -0.355, 0.990], [-3.180, 0.626, -1.144], [3.183, -1.851, -0.854], [0.094, 1.531, 2.384], [0.136, 0.302, 2.084], [-0.958, 0.885, -0.833], [-0.138, 0.096, -0.368], [1.428, 0.220, -1.163], [-2.347, 1.858, 0.755], [0.422, -1.655, 0.962], [2.181, -1.016, -2.012], [-4.206, 1.108, -1.181], [-2.746, 0.505, -2.093], [-3.464, -0.247, -0.699], [3.610, -1.139, -0.080], [3.914, -2.310, -1.419], [2.700, -2.711, -0.380], [0.301, 1.739, 3.399], [-0.580, 2.258, 2.084], [0.689, -2.001, 1.833], [1.054, 0.846, -1.987]], "orbital_gap_ev": [6.889, 6.885], "homo_ev": [-12.55, -12.55], "total_charge": 1, "max_force_ha_per_bohr": 0.1013, "lumo_ev": [-5.7, -5.7], "total_energy_ha": -980.39250}

{"formula": "C13H22F3ILiN2O7", "method": "ωB97M-V/def2-TZVPD", "species": ["C", "C", "I", "C", "C", "C", "N", "C", "O", "C", "C", "O", "C", "F", "F", "F", "H", "H", "H", "H", "H", "H", "H", "H", "H", "H", "H", "H", "H", "Li", "C", "O", "O", "O", "C", "C", "O", "N", "C", "H", "H", "H", "H", "H", "H", "H", "O", "H", "H"], "positions_angstrom": [[-0.867, 1.887, -2.545], [0.613, 1.611, -2.847], [0.806, 1.408, -5.019], [1.141, 0.311, -2.255], [0.803, 0.113, -0.784], [0.993, 1.351, 0.137], [0.820, 0.755, 1.482], [0.898, -0.620, 1.403], [0.482, -1.463, 2.164], [1.614, -0.872, 0.061], [1.780, -2.320, -0.378], [0.995, -2.649, -1.534], [-0.033, -3.482, -1.287], [-0.986, -2.868, -0.560], [0.322, -4.624, -0.699], [-0.589, -3.803, -2.468], [-1.429, 1.998, -3.468], [-0.976, 2.842, -2.035], [-1.346, 1.091, -1.984], [1.250, 2.453, -2.605], [0.791, -0.554, -2.811], [2.234, 0.297, -2.350], [-0.241, -0.141, -0.564], [0.376, 2.210, -0.063], [2.076, 1.536, 0.075], [-0.028, 1.091, 1.926], [2.626, -0.465, 0.246], [2.821, -2.484, -0.649], [1.593, -2.961, 0.483], [4.097, 0.086, -0.612], [6.815, -0.982, 2.058], [7.236, -1.682, 3.011], [7.559, -0.269, 1.290], [5.527, -0.936, 1.776], [-3.232, 0.999, 2.107], [-2.866, 1.578, 0.769], [-1.779, 2.116, 0.580], [-3.768, 1.487, -0.240], [-5.088, 0.889, -0.207], [-2.407, 1.153, 2.789], [-4.120, 1.485, 2.515], [-3.405, -0.074, 2.014], [-3.451, 1.896, -1.105], [-5.141, 0.084, -0.943], [-5.836, 1.642, -0.462], [-5.313, 0.486, 0.774], [-1.375, -0.299, 4.087], [-1.405, -0.579, 5.006], [-0.587, -0.729, 3.719]], "orbital_gap_ev": 2.975, "homo_ev": -1.57, "total_charge": -1, "max_force_ha_per_bohr": 0.0440, "lumo_ev": 1.4, "total_energy_ha": -1749.57612}

{"formula": "C31H57AlBe2Br4ClCsF12N3O8S2", "method": "ωB97M-V/def2-TZVPD", "species": ["C", "C", "C", "C", "C", "N", "C", "C", "O", "C", "C", "C", "C", "C", "F", "O", "C", "Br", "C", "C", "O", "Cl", "H", "H", "H", "H", "H", "H", "H", "H", "H", "H", "H", "H", "H", "H", "H", "H", "H", "H", "H", "H", "H", "H", "H", "H", "H", "H", "Be", "Br", "F", "F", "Al", "F", "F", "F", "C", "C", "C", "C", "N", "C", "C", "C", "C", "C", "C", "C", "H", "H", "H", "H", "H", "H", "H", "H", "H", "H", "H", "H", "H", "H", "H", "H", "H", "H", "H", "H", "H", "H", "H", "H", "Cs", "Br", "C", "C", "Br", "H", "H", "H", "H", "C", "F", "F", "F", "S", "O", "O", "N", "S", "O", "O", "C", "F", "F", "F", "C", "O", "H", "H", "H", "Be"], "positions_angstrom": [[-5.791, 0.329, -2.907], [-5.412, 1.700, -3.217], [-3.945, 2.326, -3.149], [-2.753, 1.258, -3.374], [-1.394, 2.157, -3.567], [-1.336, 3.328, -2.631], [0.052, 3.860, -2.493], [-0.017, 5.331, -1.823], [-0.539, 6.345, -2.731], [-0.394, 7.659, -2.156], [-1.418, 8.745, -2.757], [-3.047, 0.493, -4.751], [-3.468, 1.449, -5.958], [-2.713, 1.139, -7.342], [-4.894, 1.249, -6.211], [-2.736, 0.406, -2.189], [-1.701, -0.583, -2.235], [-0.406, -0.099, -0.739], [-2.382, -2.019, -1.854], [-2.841, -2.922, -3.123], [-4.076, -3.138, -3.259], [-1.725, -3.696, -4.378], [-5.894, -0.410, -3.787], [-5.946, -0.103, -1.864], [-6.272, 2.423, -3.504], [-3.897, 3.230, -3.845], [-3.794, 2.742, -2.075], [-1.393, 2.614, -4.643], [-0.425, 1.533, -3.503], [-1.889, 4.122, -3.002], [0.600, 3.997, -3.496], [0.658, 3.213, -1.766], [1.074, 5.631, -1.589], [-0.606, 5.315, -0.828], [0.730, 8.087, -2.274], [-0.594, 7.603, -1.017], [-1.460, 9.674, -2.075], [-1.116, 9.116, -3.811], [-2.496, 8.334, -2.783], [-3.829, -0.346, -4.665], [-2.057, -0.033, -5.059], [-3.298, 2.569, -5.756], [-1.997, 0.248, -7.291], [-2.077, 2.064, -7.627], [-3.502, 1.049, -8.182], [-1.064, -0.584, -3.203], [-1.694, -2.566, -1.108], [-3.341, -1.780, -1.254], [0.007, 0.115, -7.311], [1.356, 8.896, -0.781], [-1.663, 3.244, -6.393], [2.133, 7.883, 3.385], [0.605, 7.135, 2.902], [-0.558, 8.393, 2.449], [-0.054, 6.185, 4.264], [0.880, 6.058, 1.517], [6.609, -1.065, 1.981], [6.511, -2.242, 2.941], [5.702, -3.437, 2.423], [4.378, -3.185, 1.702], [3.125, -2.838, 2.510], [2.482, -4.062, 3.163], [3.166, -4.216, 4.503], [3.592, -2.816, 4.915], [3.371, -1.914, 3.707], [2.112, -2.133, 1.585], [1.489, -2.997, 0.486], [2.349, -3.261, -0.745], [5.628, -0.628, 1.768], [7.223, -0.276, 2.422], [7.068, -1.364, 1.036], [6.124, -1.895, 3.902], [7.526, -2.593, 3.156], [5.592, -4.175, 3.219], [6.345, -3.930, 1.682], [4.130, -4.106, 1.172], [4.507, -2.402, 0.952], [1.421, -3.837, 3.310], [2.589, -4.931, 2.513], [4.032, -4.876, 4.422], [2.501, -4.674, 5.239], [4.632, -2.810, 5.249], [2.999, -2.460, 5.763], [4.169, -1.212, 3.481], [2.461, -1.331, 3.875], [2.611, -1.250, 1.175], [1.300, -1.786, 2.230], [0.607, -2.450, 0.135], [1.110, -3.942, 0.884], [2.920, -2.375, -1.038], [1.713, -3.544, -1.589], [3.038, -4.092, -0.589], [0.665, -1.489, -3.472], [-6.105, 1.954, -0.554], [-6.328, 3.198, 0.933], [-6.988, 4.476, 0.481], [-5.729, 5.621, -0.471], [-5.340, 3.353, 1.368], [-6.958, 2.672, 1.652], [-7.315, 5.065, 1.340], [-7.835, 4.313, -0.185], [1.368, -11.646, 7.162], [1.996, -12.794, 6.838], [0.042, -11.881, 7.027], [1.577, -11.452, 8.484], [1.922, -10.225, 6.159], [1.597, -10.593, 4.792], [3.343, -10.112, 6.439], [0.983, -9.140, 6.837], [1.171, -7.691, 6.234], [0.698, -7.489, 4.872], [2.421, -7.017, 6.550], [-0.074, -6.858, 7.279], [0.211, -6.963, 8.595], [-1.308, -7.388, 7.124], [-0.186, -5.536, 7.013], [1.316, 8.626, -5.500], [0.729, 9.796, -5.346], [0.970, 7.990, -6.337], [2.409, 8.626, -5.669], [1.239, 7.908, -4.650], [-1.811, 4.814, 4.286]], "orbital_gap_ev": 1.306, "homo_ev": -9.81, "total_charge": 1, "max_force_ha_per_bohr": 0.1187, "lumo_ev": -8.5, "total_energy_ha": -15023.66981}

{"formula": "C3H3NO", "method": "ωB97M-V/def2-TZVPD", "species": ["N", "C", "C", "C", "O", "H", "H", "H"], "positions_angstrom": [[-1.946, -0.324, -1.453], [-0.975, -0.537, -0.744], [-0.120, -0.621, 0.491], [1.058, 0.305, 0.946], [1.600, 1.280, 0.328], [0.102, -1.746, 0.507], [-0.706, -0.759, 1.257], [1.643, -0.346, 1.624]], "orbital_gap_ev": 10.572, "homo_ev": -10.94, "total_charge": 0, "max_force_ha_per_bohr": 0.1412, "smiles": "N#CCC=O", "lumo_ev": -0.4, "total_energy_ha": -246.01137}

{"formula": "C4H12O2S", "method": "ωB97M-V/def2-TZVPD", "species": ["O", "C", "C", "C", "C", "S", "H", "H", "H", "H", "H", "H", "H", "H", "H", "H", "O", "H", "H"], "positions_angstrom": [[-1.905, 1.290, -0.445], [-1.260, 0.536, -1.454], [0.091, -0.058, -1.081], [0.054, -1.051, 0.077], [1.370, -1.825, 0.092], [2.857, -0.704, -0.174], [-1.142, 1.543, 0.138], [-1.091, 1.238, -2.353], [-1.903, -0.520, -1.579], [0.377, -0.739, -1.919], [0.922, 0.725, -0.946], [-0.324, -0.572, 1.060], [-0.759, -1.717, -0.301], [1.399, -2.500, -0.780], [1.699, -2.473, 0.952], [2.181, 0.317, 0.350], [-1.053, 2.176, 2.469], [-1.366, 2.015, 3.389], [-0.149, 2.320, 2.506]], "orbital_gap_ev": 9.395, "homo_ev": -8.99, "total_charge": 0, "max_force_ha_per_bohr": 0.0646, "smiles": "OCCCCS.O", "lumo_ev": 0.4, "total_energy_ha": -708.20235}